C20H15BCo2NO6 as an isolated structure in a non-equilibrium geometry. Source: the Open Molecules 2025 dataset; level of theory: ωB97M-V/def2-TZVPD.

Geometry (Å):
H  -1.794  1.168  1.474
C  0.223  -1.580  1.933
Co  1.186  -0.396  0.915
H  -6.335  -0.722  1.347
C  1.248  3.740  -2.350
C  2.468  4.201  -2.826
H  -6.047  -2.760  -0.065
H  -1.768  -2.160  -0.102
C  2.915  -0.627  0.544
C  3.663  3.797  -2.224
C  -2.777  -1.811  0.151
H  0.299  4.036  -2.799
C  1.096  -4.150  2.029
C  -2.924  -0.618  0.900
C  0.720  -0.824  -0.760
Co  1.392  -2.851  0.936
C  -0.557  -0.561  1.441
O  0.589  -4.002  -1.598
C  3.102  -3.200  0.774
C  3.559  2.930  -1.137
B  -0.315  2.309  -0.943
C  -5.172  -2.166  0.218
H  -0.475  1.687  0.170
C  2.308  2.504  -0.698
H  2.466  4.868  -3.681
O  4.189  -3.573  0.673
C  1.474  0.951  2.046
O  0.927  -5.032  2.755
H  -1.112  3.219  -0.986
H  -0.598  1.476  -1.770
O  0.280  -0.945  -1.834
C  -4.236  -0.223  1.301
O  1.450  1.910  2.691
H  -4.343  0.711  1.868
O  4.025  -0.509  0.235
H  0.267  -1.756  3.024
C  0.878  -3.485  -0.605
C  -5.342  -1.002  0.989
H  -3.750  -3.483  -0.766
C  -3.895  -2.574  -0.188
H  4.428  2.555  -0.616
N  1.156  2.874  -1.301
H  4.630  4.137  -2.590
H  2.226  1.839  0.159
C  -1.722  0.099  1.265

Force components x, y, z for each atom (eV/Å):
0.191 -0.191 -0.800
-0.883 -2.457 0.719
5.204 1.240 0.787
0.283 -0.033 -0.189
0.251 -0.506 0.464
-0.131 -0.015 0.041
0.303 0.180 0.143
-0.490 0.252 -0.034
0.539 0.423 -0.312
-0.561 -0.408 0.357
-0.308 0.088 0.428
0.287 -0.182 0.201
-0.115 -0.385 1.367
-1.163 -0.928 0.391
-1.751 1.586 -3.435
0.340 -0.182 0.476
-2.746 -0.089 0.730
0.363 0.073 0.715
0.941 -0.535 0.350
-0.124 0.300 -0.368
-1.029 -0.996 1.388
-0.058 -0.083 0.035
1.093 1.465 -1.515
-0.372 0.220 -0.133
0.019 -0.039 0.116
-0.528 0.290 -0.069
-0.906 1.026 -0.565
-0.006 0.392 -0.633
0.229 0.395 -0.177
0.208 0.210 -0.313
1.211 -0.364 2.354
0.847 0.053 -0.255
0.369 -1.041 -0.121
-0.003 -0.431 -0.163
-0.554 -0.140 0.233
-0.452 0.355 -0.541
-1.241 -0.265 -1.709
0.263 -0.274 -0.348
-0.151 0.106 0.076
-0.091 0.470 0.253
0.036 0.041 0.003
0.669 0.597 -0.438
-0.229 -0.064 0.069
-0.229 0.160 -0.506
0.474 -0.310 0.927

The LUMO energy comes out at 2.184 eV. The value obtained for the electronic energy is -4067.63356 Ha. The energy relative to the best compared isomer or geometry (same formula, charge and spin) comes out at 66.2 kJ/mol. The highest occupied orbital energy is -4.01 eV. The net charge is -1.